{"formula": "C8H17O2Si", "method": "wB97M-V/def2-TZVPD", "species": ["C", "C", "C", "C", "C", "C", "C", "C", "O", "O", "Si", "H", "H", "H", "H", "H", "H", "H", "H", "H", "H", "H", "H", "H", "H", "H", "H", "H"], "positions_angstrom": [[-0.39, -2.06, -0.24], [1.74, 1.19, -0.13], [2.51, -1.22, -0.47], [1.39, -0.55, 1.63], [-2.15, 0.79, 1.36], [-3.17, -0.59, -1.28], [0.22, -0.75, -0.76], [1.40, -0.29, 0.13], [0.15, -3.13, -0.31], [-1.46, -1.71, 0.36], [-1.60, 0.08, -0.37], [0.78, 1.80, 0.16], [1.79, 1.53, -1.16], [2.56, 1.31, 0.46], [2.24, -2.31, -0.09], [3.42, -1.10, 0.05], [2.64, -1.27, -1.56], [1.10, -1.57, 1.71], [2.38, -0.39, 2.19], [0.60, -0.04, 2.06], [-2.82, 1.61, 1.04], [-2.54, 0.02, 1.93], [-1.22, 1.18, 1.67], [-2.79, -1.50, -1.84], [-3.91, -1.08, -0.54], [-3.62, 0.13, -1.97], [0.49, -0.92, -1.83], [-1.25, 1.48, -1.20]], "charge": -1, "de_lowest_kj_mol": 46.44, "max_force_ha_per_bohr": 0.099}

***

{"formula": "C4H16O3", "method": "wB97M-V/def2-TZVPD", "species": ["C", "C", "C", "C", "H", "H", "H", "H", "H", "H", "H", "H", "H", "H", "H", "H", "O", "H", "H", "O", "H", "H", "O"], "positions_angstrom": [[2.28, 0.37, -1.55], [0.06, -1.56, 0.58], [0.02, -0.48, -0.50], [1.26, -0.69, -1.38], [3.13, 0.31, -0.85], [2.74, 0.63, -2.52], [1.89, 1.34, -1.22], [-0.82, -1.65, 1.22], [0.31, -2.56, 0.17], [0.87, -1.10, 1.15], [-0.93, -0.28, -1.02], [0.29, 0.41, 0.10], [0.79, -1.04, -2.35], [1.90, -1.55, -1.10], [2.27, 3.17, -0.06], [3.72, 3.24, 0.16], [2.90, 3.09, 0.65], [-3.45, -1.55, 0.59], [-3.35, -2.14, -0.83], [-2.82, -1.80, -0.10], [-3.72, 0.76, 1.17], [-3.17, 1.35, 2.39], [-3.08, 0.55, 1.86]], "charge": 1, "de_lowest_kj_mol": 72.75, "spin_multiplicity": 2, "max_force_ha_per_bohr": 0.057}

***

{"formula": "C5H13N2O", "method": "wB97M-V/def2-TZVPD", "species": ["C", "O", "C", "C", "C", "C", "N", "N", "H", "H", "H", "H", "H", "H", "H", "H", "H", "H", "H", "H", "H"], "positions_angstrom": [[2.02, 1.52, 2.08], [2.64, 1.66, 0.78], [0.83, 0.71, 2.08], [-0.10, 0.76, 0.91], [-0.19, -0.61, 0.19], [-0.38, -1.23, -1.81], [-1.20, -0.91, -0.84], [-3.13, -1.62, -2.76], [2.78, 0.92, 2.63], [1.97, 2.54, 2.48], [2.22, 1.03, 0.18], [0.34, 0.51, 3.02], [0.21, 1.52, 0.19], [-1.06, 1.08, 1.32], [-0.40, -1.36, 1.00], [0.85, -0.95, 0.02], [-0.16, -0.49, -2.59], [0.13, -2.21, -1.77], [-2.78, -1.31, -1.86], [-3.18, -2.62, -2.73], [-3.97, -1.21, -3.15]], "charge": 1, "de_lowest_kj_mol": 862.69, "max_force_ha_per_bohr": 0.100}

***

{"formula": "C3H11N2O", "method": "wB97M-V/def2-TZVPD", "species": ["C", "C", "N", "C", "N", "H", "H", "H", "H", "H", "H", "H", "H", "H", "H", "H", "O"], "positions_angstrom": [[0.78, 1.15, -2.21], [0.47, -0.05, -1.34], [1.24, 0.04, -0.07], [0.76, 0.09, 1.13], [1.48, 0.35, 2.22], [1.77, 1.52, -1.96], [0.72, 0.95, -3.27], [0.12, 2.00, -1.97], [-0.59, -0.19, -1.10], [0.80, -0.99, -1.78], [2.22, -0.18, -0.19], [-0.31, 0.17, 1.30], [1.12, 0.18, 3.14], [2.45, 0.62, 2.13], [-4.12, -2.58, 1.67], [-4.89, -1.36, 1.10], [-4.02, -1.74, 1.20]], "charge": 1, "de_lowest_kj_mol": 88.11, "max_force_ha_per_bohr": 0.032}

***

{"formula": "C33H37ClN2O3", "method": "wB97M-V/def2-TZVPD", "species": ["C", "C", "O", "C", "C", "C", "C", "C", "Cl", "C", "C", "C", "O", "H", "H", "H", "H", "H", "H", "H", "H", "H", "H", "C", "N", "C", "O", "C", "C", "C", "C", "C", "C", "C", "C", "N", "C", "C", "C", "C", "C", "C", "C", "C", "C", "C", "C", "C", "C", "H", "H", "H", "H", "H", "H", "H", "H", "H", "H", "H", "H", "H", "H", "H", "H", "H", "H", "H", "H", "H", "H", "H", "H", "H", "H", "H"], "positions_angstrom": [[-2.24, 1.13, 3.23], [-0.82, 1.56, 2.94], [-0.04, 0.35, 2.67], [1.24, 0.63, 2.31], [2.05, -0.60, 2.07], [3.39, -0.49, 2.61], [4.06, 0.74, 2.88], [5.36, 0.73, 3.43], [6.21, 2.20, 3.75], [6.03, -0.47, 3.71], [5.38, -1.69, 3.46], [4.08, -1.69, 3.01], [1.61, 1.80, 2.23], [-2.91, 2.02, 3.19], [-2.64, 0.35, 2.55], [-2.35, 0.64, 4.21], [-0.73, 2.16, 2.01], [-0.37, 2.05, 3.82], [1.55, -1.44, 2.61], [3.59, 1.72, 2.76], [7.08, -0.49, 4.00], [5.93, -2.63, 3.60], [3.64, -2.69, 2.95], [-2.49, 3.03, -3.62], [-2.33, 2.13, -2.51], [-3.33, 2.00, -1.60], [-4.36, 2.70, -1.54], [-2.88, 0.91, -0.62], [-3.80, -0.32, -0.69], [-5.21, 0.00, -0.22], [-6.28, -0.14, -1.10], [-7.55, 0.29, -0.71], [-7.76, 0.84, 0.56], [-6.70, 0.92, 1.46], [-5.43, 0.47, 1.09], [-1.50, 0.66, -1.03], [-0.67, -0.14, -0.30], [0.64, -0.43, -0.60], [1.54, -1.13, 0.30], [2.73, -1.72, -0.43], [3.40, -2.86, 0.06], [4.56, -3.38, -0.52], [5.03, -2.89, -1.74], [6.21, -3.54, -2.39], [4.36, -1.81, -2.30], [3.26, -1.22, -1.67], [-1.15, 1.27, -2.30], [-1.09, 0.25, -3.45], [0.11, 2.15, -2.27], [-3.44, 3.57, -3.52], [-1.66, 3.75, -3.63], [-2.43, 2.48, -4.56], [-2.85, 1.32, 0.40], [-3.80, -0.66, -1.75], [-3.39, -1.11, -0.02], [-6.11, -0.57, -2.10], [-8.38, 0.24, -1.42], [-8.73, 1.25, 0.82], [-6.85, 1.37, 2.45], [-4.61, 0.53, 1.82], [-1.15, -0.65, 0.56], [0.89, -0.28, -1.65], [0.89, -1.95, 0.85], [3.05, -3.31, 0.98], [5.10, -4.20, -0.04], [6.41, -3.03, -3.33], [7.10, -3.47, -1.76], [6.01, -4.59, -2.60], [4.69, -1.43, -3.27], [2.85, -0.35, -2.18], [-2.08, -0.19, -3.64], [-0.74, 0.75, -4.36], [-0.40, -0.55, -3.20], [-0.04, 2.94, -1.52], [0.99, 1.60, -1.94], [0.31, 2.55, -3.27]], "e_tot_ha": -2075.0626, "max_force_ha_per_bohr": 0.074}

***

{"formula": "C10H22NO2P", "method": "wB97M-V/def2-TZVPD", "species": ["N", "C", "C", "C", "P", "O", "O", "C", "C", "C", "C", "C", "C", "C", "H", "H", "H", "H", "H", "H", "H", "H", "H", "H", "H", "H", "H", "H", "H", "H", "H", "H", "H", "H", "H", "H"], "positions_angstrom": [[2.35, -3.36, -0.69], [2.57, -3.60, 0.74], [2.45, -2.33, 1.49], [1.03, -1.84, 1.93], [-0.12, -1.60, 0.47], [-0.94, -2.82, 0.26], [0.72, -1.45, -0.92], [-1.11, -0.18, 0.76], [-0.86, 1.07, -0.08], [-1.42, 2.34, 0.73], [-1.47, 3.75, 0.00], [-2.04, 3.41, -1.39], [-1.14, 2.52, -2.25], [-1.32, 1.10, -1.60], [3.06, -2.75, -1.09], [2.29, -4.21, -1.22], [3.58, -4.05, 1.01], [1.96, -4.42, 1.16], [2.94, -2.59, 2.41], [3.10, -1.52, 1.13], [0.51, -2.57, 2.51], [1.09, -0.91, 2.52], [1.29, -2.26, -0.86], [-0.93, 0.13, 1.79], [-2.18, -0.38, 0.77], [0.24, 1.19, -0.03], [-0.70, 2.55, 1.59], [-2.45, 2.07, 1.07], [-0.40, 4.21, -0.08], [-2.13, 4.45, 0.46], [-3.02, 2.86, -1.32], [-2.33, 4.37, -1.89], [-0.14, 2.98, -2.14], [-1.44, 2.67, -3.32], [-2.31, 0.82, -1.83], [-0.74, 0.35, -2.09]], "de_lowest_kj_mol": 0.00, "smiles": "NCCC[P@](=O)(O)CC1CCCCC1", "max_force_ha_per_bohr": 0.064}

***

The following molar mass values (in g mol⁻¹) correspond, in order, to the records above: 173.3, 112.2, 117.2, 91.1, 545.1, 219.3.